(1)
DFT (wB97M-V/def2-TZVPD) results for C30H23GaN7O2S3 as an isolated structure.

The calculation puts the energy at -4809.13697 Eh. The LUMO energy is -9.78 eV. The value obtained for the energy above the lowest of the compared OMol25 structures with the same formula, charge and spin is 0.000 eV. The frontier orbital gap is 6.08 eV. Its molar mass is 679.485 g mol⁻¹. The HOMO energy is -15.860 eV.

ORCA input file:
```
! RIJCOSX wB97M-V def2-TZVPD def2/J DEFGRID3
* xyz 3 1
Ga 0.687 -0.628 1.101
O -5.867 -3.854 -0.070
N -5.358 -3.202 0.889
O -5.896 -2.849 1.922
C -3.893 -3.111 0.811
C -3.197 -4.023 -0.009
C -1.794 -3.928 -0.087
C -1.036 -4.885 -0.731
C 0.344 -4.722 -0.806
C 0.943 -3.627 -0.229
N 0.249 -2.657 0.385
C -1.112 -2.761 0.445
C -1.914 -1.746 0.999
N -1.244 -0.589 1.325
C -1.892 0.505 1.737
C -3.271 0.426 1.968
C -3.938 -0.775 1.676
C -3.322 -1.946 1.231
H -3.704 -4.910 -0.472
H -1.614 -5.745 -1.074
H 1.023 -5.278 -1.422
H 2.003 -3.494 -0.281
H -1.261 1.417 1.914
H -3.839 1.332 2.139
H -5.030 -0.815 1.852
C 0.425 3.645 0.603
C 1.448 2.885 1.376
N 1.293 1.662 1.890
C 2.455 1.337 2.623
C 3.533 2.196 2.475
S 3.068 3.526 1.499
C 2.466 0.067 3.395
C 3.387 -0.277 4.378
S 2.991 -1.837 4.962
C 1.597 -1.982 3.900
N 1.432 -0.894 3.095
C 0.563 -3.085 4.138
H 0.010 4.449 1.225
H -0.378 2.963 0.363
H 0.877 4.106 -0.285
H 4.590 2.063 2.766
H 4.299 0.225 4.542
H -0.125 -2.772 4.939
H 1.064 -4.011 4.407
H -0.115 -3.255 3.242
S 2.150 1.819 -4.702
C 1.723 1.151 -3.177
C 2.712 0.904 -2.225
C 2.341 0.453 -0.973
N 1.043 0.167 -0.655
C 0.114 0.074 -1.707
C 0.452 0.622 -2.944
C 1.156 3.282 -4.699
C 0.489 3.743 -5.874
C -0.396 4.793 -5.712
N -0.689 5.369 -4.516
C 0.026 5.007 -3.430
C 0.989 4.014 -3.510
H 3.743 1.105 -2.476
H 3.123 0.258 -0.230
H -0.820 -0.444 -1.600
H -0.342 0.630 -3.687
H 0.733 3.384 -6.865
H -0.920 5.237 -6.550
H -0.207 5.535 -2.524
H 1.631 3.747 -2.687
*
```



(2)
DFT (wB97M-V/def2-TZVPD) results for C11H44B3N18O13P as an isolated structure.

The calculation puts the energy at -2825.82545 Eh. The LUMO energy is -0.50 eV. The frontier orbital gap is 8.08 eV. Its molar mass is 699.996 g mol⁻¹. The HOMO energy is -8.586 eV.

ORCA input file:
```
! RIJCOSX wB97M-V def2-TZVPD def2/J DEFGRID3
* xyz 0 1
C -1.159 -1.090 0.714
C -1.034 -2.214 -0.380
B 0.279 -3.020 -0.104
O 0.344 -4.356 0.327
B 1.665 -4.828 0.380
O 2.594 -4.523 -0.641
B 2.238 -3.294 -1.178
P 2.563 -2.731 -2.996
O 4.004 -2.334 -3.264
O 1.560 -2.411 -0.323
H -0.284 -0.450 0.592
H -2.082 -0.521 0.600
H -1.149 -1.567 1.696
H -0.988 -1.692 -1.341
H -1.896 -2.885 -0.357
H 1.988 -5.479 1.316
H 2.056 -3.752 -3.848
H 1.701 -1.622 -3.212
C 4.170 1.087 -0.403
O 4.711 2.164 -0.181
N 4.583 0.275 -1.423
N 3.128 0.617 0.334
H 4.184 -0.611 -1.645
H 5.348 0.590 -1.984
H 2.806 1.193 1.095
H 2.670 -0.259 0.157
C 2.176 3.647 2.628
O 2.835 2.711 3.062
N 1.234 4.283 3.386
N 2.327 4.124 1.360
H 0.679 5.047 3.056
H 1.098 3.951 4.321
H 3.015 3.678 0.773
H 1.792 4.884 0.989
C 8.562 2.354 -2.712
O 8.805 3.498 -2.363
N 7.422 1.697 -2.338
N 9.402 1.629 -3.508
H 7.235 0.754 -2.624
H 6.759 2.180 -1.749
H 10.247 2.077 -3.804
H 9.214 0.686 -3.812
C 8.244 -1.596 -3.038
O 8.746 -0.863 -3.881
N 8.992 -2.436 -2.265
N 6.904 -1.616 -2.798
H 8.605 -3.040 -1.566
H 9.982 -2.437 -2.416
H 6.324 -1.026 -3.365
H 6.467 -2.194 -2.106
C -4.557 1.462 1.251
O -3.462 1.412 0.701
N -4.890 0.643 2.290
N -5.528 2.339 0.866
H -5.784 0.673 2.745
H -4.198 -0.022 2.613
H -5.311 2.952 0.106
H -6.436 2.402 1.294
C -3.261 -1.701 4.784
O -2.934 -1.077 3.782
N -2.402 -2.550 5.422
N -4.504 -1.593 5.326
H -2.644 -3.070 6.242
H -1.481 -2.644 5.040
H -5.159 -0.977 4.879
H -4.804 -2.098 6.137
C 1.495 1.324 -4.800
O 0.733 0.633 -4.139
N 1.102 1.942 -5.953
N 2.792 1.534 -4.433
H 1.706 2.515 -6.509
H 0.153 1.808 -6.244
H 3.107 1.101 -3.584
H 3.434 2.098 -4.956
C -7.800 -2.397 4.433
O -7.329 -1.303 4.708
N -7.381 -3.117 3.355
N -8.779 -2.978 5.186
H -7.749 -4.015 3.108
H -6.660 -2.713 2.785
H -9.106 -2.468 5.984
H -9.181 -3.872 4.982
C -9.004 3.071 -0.374
O -8.322 2.840 0.613
N -10.000 2.233 -0.781
N -8.821 4.183 -1.142
H -10.573 2.399 -1.585
H -10.156 1.407 -0.235
H -8.097 4.818 -0.866
H -9.367 4.393 -1.955
*
```



(3)
DFT (wB97M-V/def2-TZVPD) results for C26H24Cl2N6O3S2Ti as an isolated structure.

The calculation puts the energy at -4125.70819 Eh. The LUMO energy (spin up / spin down) is 4.48 / 4.46 eV. The value obtained for the energy above the lowest of the compared OMol25 structures with the same formula, charge and spin is 0.628 eV. The frontier orbital gap (spin up / spin down) is 3.91 / 6.16 eV. Its molar mass is 651.424 g mol⁻¹. The HOMO energy (spin up / spin down) is 0.567 / -1.691 eV.

ORCA input file:
```
! RIJCOSX wB97M-V def2-TZVPD def2/J DEFGRID3
* xyz -2 3
Ti -0.133 -0.118 0.232
N 3.292 2.035 3.216
C 2.710 2.081 1.930
S 0.961 2.254 2.142
N 3.494 1.930 0.949
N 3.092 2.107 -0.357
C 3.223 1.104 -1.128
C 3.571 -0.288 -0.751
C 4.639 -0.926 -1.369
C 4.986 -2.233 -1.059
C 4.223 -2.922 -0.120
C 3.137 -2.318 0.487
C 2.775 -0.998 0.176
O 1.725 -0.442 0.731
H 2.724 2.469 3.930
H 4.231 2.404 3.192
H 3.033 1.302 -2.178
H 5.213 -0.376 -2.109
H 5.825 -2.712 -1.550
H 4.466 -3.950 0.126
H 2.516 -2.858 1.192
S -0.117 -3.584 -2.827
C -0.236 -4.278 -1.222
C -0.296 -5.617 -0.877
C -0.380 -5.961 0.468
C -0.403 -4.960 1.438
C -0.347 -3.618 1.099
C -0.264 -3.258 -0.250
N -0.197 -1.978 -0.751
C -0.050 -1.977 -2.112
C 0.188 -0.757 -2.780
C 0.350 -0.632 -4.176
C 0.555 0.619 -4.726
C 0.601 1.744 -3.899
C 0.452 1.599 -2.518
C 0.259 0.365 -1.906
H -0.276 -6.383 -1.644
H -0.430 -7.004 0.757
H -0.474 -5.235 2.484
H -0.386 -2.834 1.844
H 0.312 -1.512 -4.813
H 0.681 0.725 -5.799
H 0.763 2.726 -4.332
H 0.533 2.487 -1.895
C -0.702 4.255 0.467
C -0.855 2.766 0.350
N 0.141 1.867 0.737
O -0.893 -0.650 1.893
C -1.960 2.208 -0.246
C -3.107 3.007 -0.781
N -1.947 0.845 -0.358
O -2.935 0.256 -0.952
H 0.213 4.511 0.997
H -1.545 4.713 0.993
H -0.656 4.712 -0.529
H -1.593 -0.109 2.269
H -3.636 3.543 0.015
H -3.800 2.320 -1.265
H -2.773 3.748 -1.514
Cl -5.056 -3.360 -1.277
C -3.565 -2.642 -0.590
Cl -3.639 -2.541 1.174
H -3.428 -1.624 -0.957
H -2.742 -3.294 -0.854
*
```



(4)
DFT (wB97M-V/def2-TZVPD) results for a 2-piece molecular cluster, C2H4FNO3 overall.

The calculation puts the energy at -458.72752 Eh. The LUMO energy (spin up / spin down) is -0.89 / -0.89 eV. The value obtained for the energy above the lowest of the compared OMol25 structures with the same formula, charge and spin is 3.731 eV. The frontier orbital gap (spin up / spin down) is 8.24 / 8.24 eV. Its molar mass is 109.056 g mol⁻¹. The HOMO energy (spin up / spin down) is -9.125 / -9.126 eV.

ORCA input file:
```
! RIJCOSX wB97M-V def2-TZVPD def2/J DEFGRID3
* xyz 0 1
C -1.575 -0.047 -0.524
C 0.647 0.496 -0.210
N 0.960 -0.773 0.271
O 0.979 -1.705 -0.547
O 1.065 -0.993 1.478
O 0.902 1.504 0.647
F -2.077 -0.242 0.690
H -1.321 -0.956 -1.112
H -1.798 0.767 -1.060
H 0.825 0.743 -1.200
H 1.392 1.205 1.567
*
```